A structure of composition C45H43BrHfN3OSSbSi in a non-equilibrium geometry. Source: the Open Molecules 2025 dataset; level of theory: ωB97M-V/def2-TZVPD.

Properties
Energy relative to the best compared isomer or geometry (same formula, charge and spin) = 0.0 kJ/mol
Charge = +2
Gap between HOMO and LUMO = 7.2 eV
E_LUMO = -6.2 eV

Structure (XYZ):
```
97
Properties=species:S:1:pos:R:3:forces:R:3
Hf -0.0291 -0.0949 -0.2052 -0.7 0.4 -0.7
Br -0.7778 7.4559 -0.3262 0.0 0.2 0.0
C -0.7217 5.6009 -0.5754 0.0 -0.3 0.1
C -0.4896 5.0751 -1.8516 0.0 0.0 -0.1
C -0.4481 3.7102 -2.0719 -0.1 0.2 0.1
C -0.6185 2.8529 -0.9941 -0.1 -0.5 0.1
O -0.6000 1.5244 -1.1580 0.4 0.0 0.1
C -0.8446 3.3604 0.2934 0.0 0.0 0.2
C -1.0556 2.5028 1.4199 0.0 0.1 -0.1
N -0.8385 1.2223 1.4872 -0.2 -0.1 0.2
C -1.1487 0.5518 2.7176 0.1 -0.1 -0.1
C -1.3200 1.1331 3.9485 0.0 0.1 0.0
C -1.6561 0.3626 5.0796 0.0 0.0 -0.1
C -1.8226 -0.9873 4.9718 0.0 0.0 0.0
C -1.6305 -1.6215 3.7231 0.1 0.0 0.2
C -1.7749 -3.0184 3.5568 0.0 0.0 0.0
C -1.5681 -3.5774 2.3311 0.0 0.1 -0.1
C -1.1906 -2.7453 1.2688 0.1 -0.1 0.0
N -1.0336 -1.4351 1.3794 0.0 0.1 0.1
C -1.2625 -0.8518 2.6079 -0.1 -0.1 -0.2
C -0.9186 4.7515 0.4889 0.0 0.1 -0.1
H -0.3512 5.7549 -2.6818 0.0 0.0 0.0
H -0.2968 3.3099 -3.0643 0.0 0.0 0.0
H -1.4454 3.0022 2.3040 0.0 0.0 0.0
H -1.2099 2.2007 4.0825 0.0 0.0 0.0
H -1.7873 0.8588 6.0306 0.0 0.0 0.0
H -2.0950 -1.5877 5.8298 0.0 0.0 0.0
H -2.0529 -3.6263 4.4088 0.0 0.0 0.0
H -1.6728 -4.6381 2.1578 0.0 0.0 0.0
H -0.9919 -3.1650 0.2916 0.0 0.0 0.0
H -1.1170 5.1470 1.4771 0.0 0.0 0.0
C -1.5872 -3.5282 -4.5484 -0.1 -0.1 0.0
Si 0.0529 -2.9210 -5.1722 0.0 0.0 0.1
C 1.2820 -4.3141 -5.2772 0.1 -0.1 0.0
C -0.1751 -2.0854 -6.8168 0.0 0.1 -0.1
C 0.9005 -1.6357 -4.0257 0.1 0.1 0.0
C 2.0587 -1.0449 -4.5413 0.0 0.0 -0.1
C 2.7997 -0.0974 -3.8442 -0.1 0.0 0.1
C 2.3961 0.2251 -2.5694 0.1 -0.2 -0.2
N 1.3181 -0.3543 -2.0276 -0.1 0.0 0.5
C 0.5663 -1.2195 -2.7390 -0.4 -0.2 0.0
S -0.9129 -1.7387 -1.8611 0.4 0.1 0.0
H -1.9832 -4.2004 -5.3151 0.0 0.0 0.0
H -2.3160 -2.7311 -4.4030 0.0 0.0 0.0
H -1.5105 -4.0958 -3.6209 0.0 0.0 0.0
H 0.9434 -5.0728 -5.9862 0.0 0.0 0.0
H 1.4110 -4.8029 -4.3088 0.0 0.0 0.0
H 2.2642 -3.9744 -5.6122 0.0 0.0 0.0
H -0.6478 -2.7783 -7.5162 0.0 0.0 0.0
H 0.7637 -1.7637 -7.2712 0.0 0.0 0.0
H -0.8234 -1.2110 -6.7308 0.0 0.0 0.0
H 2.3980 -1.3267 -5.5324 0.0 0.0 0.0
H 3.6759 0.3658 -4.2735 0.0 0.0 0.0
H 2.9399 0.9263 -1.9586 0.0 0.1 0.1
C 1.8803 2.7150 2.9884 -0.1 0.1 0.0
C 2.9533 1.9026 3.6492 0.2 0.0 0.1
C 3.7039 2.4720 4.6755 0.0 -0.1 0.0
C 4.7311 1.7737 5.2898 0.0 0.1 0.0
C 5.0452 0.4894 4.8786 0.0 -0.1 0.0
C 4.3183 -0.0968 3.8549 0.0 0.1 0.1
C 3.2674 0.5968 3.2564 0.0 0.1 0.2
Sb 2.4064 -0.4018 1.6160 0.2 0.0 -0.5
C 2.1673 -2.3958 2.2816 0.0 0.1 0.4
C 2.1329 -2.6076 3.6611 0.0 -0.1 0.0
C 1.9370 -3.8796 4.1770 0.0 0.0 0.0
C 1.7804 -4.9503 3.3112 0.0 0.0 0.0
C 1.7975 -4.7391 1.9419 0.0 0.0 0.0
C 1.9761 -3.4662 1.4037 0.0 -0.1 0.0
C 1.9423 -3.3113 -0.0876 -0.1 0.2 -0.2
C 4.1651 -0.5152 0.4447 0.2 0.0 0.0
C 4.8481 -1.7206 0.3225 0.0 0.0 0.0
C 6.0268 -1.7934 -0.4079 0.0 0.0 0.0
C 6.5283 -0.6523 -1.0102 0.0 0.0 0.0
C 5.8692 0.5596 -0.8596 0.0 0.0 0.0
C 4.6960 0.6535 -0.1187 0.0 0.0 0.0
C 4.0822 2.0073 0.1163 -0.1 0.1 -0.1
H 1.7192 3.6547 3.5157 0.0 0.0 0.0
H 0.9434 2.1653 2.9838 -0.1 0.0 0.0
H 2.1329 2.9649 1.9541 0.0 0.0 0.0
H 3.4801 3.4823 4.9947 0.0 0.0 0.0
H 5.2950 2.2393 6.0871 0.0 0.0 0.0
H 5.8549 -0.0537 5.3469 0.0 0.0 0.0
H 4.5829 -1.0953 3.5252 0.0 0.0 0.0
H 2.2768 -1.7821 4.3493 0.0 0.0 0.0
H 1.9214 -4.0330 5.2479 0.0 0.0 0.0
H 1.6451 -5.9509 3.7002 0.0 0.0 0.0
H 1.6649 -5.5791 1.2698 0.0 0.0 0.0
H 1.2094 -3.9791 -0.5410 0.0 -0.1 0.0
H 2.9073 -3.4956 -0.5617 0.0 0.0 0.0
H 1.6508 -2.2995 -0.3961 0.1 0.0 0.0
H 4.4797 -2.6115 0.8158 0.0 0.0 0.0
H 6.5502 -2.7362 -0.4940 0.0 0.0 0.0
H 7.4477 -0.6960 -1.5787 0.0 0.0 0.0
H 6.2910 1.4555 -1.2994 0.0 0.0 0.0
H 4.4994 2.7588 -0.5534 0.0 0.0 0.0
H 4.2622 2.3486 1.1377 0.0 0.0 0.0
H 2.9942 2.0193 -0.0361 0.0 -0.1 0.0
```
Positions in Å, forces in eV/Å.